No. 1
# C15H76BNO34

C15H76BNO34 as an isolated structure in a non-equilibrium geometry (wB97M-V/def2-TZVPD, the Open Molecules 2025 dataset).

ORCA input file:
```
! RIJCOSX wB97M-V def2-TZVPD def2/J DEFGRID3
* xyz 0 1
C 2.078 2.432 -2.251
C 2.327 1.927 -0.738
C 1.922 0.578 -0.470
C 0.428 0.552 0.057
N -0.055 -0.705 0.847
C -0.025 -1.916 -0.071
C -1.327 -1.889 -0.808
C -2.355 -1.022 -0.030
C -1.501 -0.487 1.171
C 0.890 -0.805 1.991
C 1.048 0.306 2.928
C 1.755 0.000 4.219
H 2.826 1.781 -2.972
H 2.308 3.558 -2.475
H 0.949 2.276 -2.224
H 1.815 2.642 0.033
H 3.370 2.136 -0.638
H 2.515 0.243 0.357
H 2.020 -0.224 -1.123
H -0.163 0.553 -0.832
H 0.022 1.222 0.693
H 0.083 -2.858 0.635
H 0.751 -1.999 -0.765
H -1.676 -2.958 -0.804
H -1.062 -1.345 -1.843
H -3.275 -1.408 0.203
H -2.646 -0.242 -0.840
H -1.885 -1.294 1.833
H -1.829 0.450 1.313
H 1.782 -1.166 1.737
H 0.674 -1.714 2.468
H -0.087 0.552 3.108
H 1.627 0.999 2.423
H 1.910 0.734 4.925
H 2.606 -0.373 3.996
H 1.124 -0.610 4.697
O -3.886 3.726 -4.067
C -3.372 2.752 -3.639
O -3.919 1.683 -3.726
B -3.030 0.703 -3.177
O -1.846 1.497 -2.720
C -2.076 2.683 -3.146
O -1.098 3.552 -3.081
O -2.717 -0.320 -4.259
C -3.185 -1.407 -3.890
O -2.874 -2.420 -4.435
C -3.728 -1.329 -2.658
O -3.577 -0.184 -2.076
O -4.275 -2.325 -2.056
O -4.852 0.630 0.944
H -5.353 -0.220 0.764
H -5.639 1.279 0.864
O 3.996 3.041 2.714
H 3.074 3.271 2.678
H 4.075 3.258 3.690
O -1.880 -0.200 5.174
H -2.660 -0.193 4.634
H -1.608 0.735 5.098
O 3.939 -2.431 -1.829
H 3.494 -2.755 -0.998
H 4.238 -3.207 -2.369
O 4.700 5.754 -1.155
H 3.798 5.745 -1.527
H 4.909 6.675 -1.232
O -0.695 -2.819 4.418
H -1.610 -3.047 4.490
H -0.896 -1.979 4.827
O 4.905 2.266 -5.256
H 4.065 2.483 -5.610
H 5.274 2.746 -4.612
O 2.101 6.111 -2.112
H 2.450 6.827 -2.705
H 1.781 5.631 -2.960
O -3.409 2.386 -0.518
H -3.851 1.731 0.135
H -2.942 2.649 0.179
O 3.659 -0.199 -4.662
H 4.243 -0.453 -3.885
H 4.049 0.762 -4.776
O -3.532 -5.504 0.114
H -3.609 -4.610 0.604
H -3.181 -6.182 0.696
O -4.141 0.714 3.402
H -4.499 0.775 2.542
H -4.662 1.233 3.933
O 1.651 4.309 2.416
H 0.766 4.087 2.762
H 1.810 5.173 2.454
O -4.648 -3.722 1.340
H -5.038 -4.503 1.802
H -5.347 -3.208 1.089
O -6.200 -1.828 0.716
H -5.935 -1.846 -0.284
H -7.171 -1.683 0.862
O 1.088 -4.685 3.527
H 1.052 -5.024 2.600
H 0.400 -4.002 3.472
O 0.874 -3.860 -2.596
H 1.260 -2.938 -2.780
H 0.610 -4.162 -3.401
O 1.182 -5.648 0.881
H 1.929 -6.072 0.475
H 0.465 -5.604 0.149
O 4.601 -2.397 1.994
H 4.961 -2.879 2.786
H 4.390 -1.500 2.114
O 3.027 -3.611 0.159
H 3.489 -3.284 0.943
H 2.440 -4.159 0.876
O 0.771 5.064 -4.150
H 0.161 4.444 -3.521
H 0.255 5.733 -4.760
O -1.171 4.013 2.870
H -1.151 3.260 3.463
H -1.278 4.797 3.451
O 0.804 -1.140 -3.361
H 0.343 -1.366 -4.091
H 1.816 -0.936 -3.833
O 4.763 0.338 2.284
H 5.556 0.263 2.584
H 4.214 1.265 2.586
O -0.309 -5.240 -0.704
H -1.180 -5.277 -0.848
H 0.134 -4.896 -1.494
O -1.759 3.465 0.380
H -1.075 4.098 -0.065
H -1.652 3.775 1.356
*
```

As for the molecular weight: 825.56 Da. The HOMO-LUMO gap comes out at 8.8 eV. As for the HOMO energy: -9.9 eV. The calculation puts the energy above the lowest of the compared OMol25 structures with the same formula, charge and spin at 51.93 kJ/mol.

No. 2
# C15H9AsBrF6N3OPdSe2Te2

C15H9AsBrF6N3OPdSe2Te2 as an isolated structure (wB97M-V/def2-TZVPD, the Open Molecules 2025 dataset).

ORCA input file:
```
! RIJCOSX wB97M-V def2-TZVPD def2/J DEFGRID3
* xyz 1 6
Pd 1.884 -1.269 -2.870
Br -1.095 5.396 4.829
C -1.558 3.645 4.337
C -2.883 3.231 4.438
C -3.211 1.935 4.090
C -2.223 1.080 3.592
C -0.888 1.493 3.525
C -0.559 2.775 3.898
N -2.638 -0.217 3.272
N -1.992 -0.942 2.491
C -1.439 -0.627 1.326
C -1.865 0.474 0.517
C -1.319 0.729 -0.694
C -0.267 -0.102 -1.216
O 0.300 0.146 -2.294
C 0.123 -1.285 -0.434
N 1.065 -2.077 -0.992
C 1.434 -3.170 -0.348
C 0.889 -3.529 0.889
C -0.057 -2.723 1.471
C -0.464 -1.561 0.797
H -3.639 3.912 4.799
H -4.225 1.571 4.178
H -0.115 0.807 3.206
H 0.466 3.112 3.865
H -2.658 1.106 0.891
H -1.644 1.554 -1.310
H 2.181 -3.793 -0.825
H 1.219 -4.438 1.368
H -0.499 -2.973 2.425
Se 2.333 -3.638 -3.925
Te 4.202 -2.536 -2.955
Te 3.791 0.390 -2.016
Se 3.479 0.370 0.297
F 0.619 -0.946 -4.962
As 1.660 0.211 -5.882
F 2.812 1.232 -6.632
F 2.993 -0.348 -4.715
F 2.100 -1.103 -6.903
F 1.339 1.407 -4.664
F 0.349 0.701 -6.861
*
```

As for the molecular weight: 1035.61 Da. The HOMO-LUMO gap (spin up / spin down) comes out at 5.4 / 5.3 eV. As for the HOMO energy (spin up / spin down): -11.0 / -12.1 eV. The calculation puts the energy above the lowest of the compared OMol25 structures with the same formula, charge and spin at 59.50 kJ/mol. Its expectation value of S² is 8.88.